Run one
A 2-piece molecular cluster, C4H13PSi2 overall, computed with wB97M-V/def2-TZVPD.

Last column: natural (NBO) charge in e.
CARTESIAN COORDINATES (ANGSTROEM)
C 0.60620 2.96190 0.26219  -1.09
H 3.21918 -0.57180 -0.57688  0.25
H -1.49577 -2.48393 1.31192  0.21
H 2.40344 -0.92123 -2.13633  0.25
H 0.83942 2.87565 1.42181  0.25
C -1.99960 1.17673 0.85988  -1.09
C -0.55368 -3.02180 0.85433  -0.74
Si 0.72429 -0.80944 -0.26274  0.65
H 2.41305 -2.32669 -1.11255  0.26
H -2.63986 1.99652 0.52561  0.24
H 0.32935 -3.33451 1.41992  0.20
H -1.57110 1.24607 1.85100  0.23
C 2.41552 -1.17868 -1.05448  -1.15
H -1.79813 -0.60803 -1.85704  0.03
H -2.66727 0.29028 0.85929  0.26
Si -0.36404 1.33909 -0.13920  0.97
H 1.57277 3.11434 -0.23599  0.25
H -0.86725 -3.66505 0.09035  0.18
P -0.51028 0.10244 -2.12498  -0.40
H -0.05624 3.81813 0.04388  0.24

The calculation puts the HOMO energy at -7.62 eV. As for the multiplicity: 1. As for the LUMO energy: -0.1 eV. The charge is 0. The frontier orbital gap is 0.277 hartree.

***

Run two
One molecule with the formula C4H13PSi2, computed with wB97M-V/def2-TZVPD.

Last column: natural (NBO) charge in e.
CARTESIAN COORDINATES (ANGSTROEM)
H 1.56150 1.32129 1.81043  0.24
H -1.10838 2.62381 -0.13261  0.25
Si -1.22856 -0.02751 -0.07146  0.94
H 0.24771 -2.61205 -0.32719  0.23
H 1.69569 -3.00345 0.25760  0.23
H -1.23936 1.83466 1.28122  0.23
C 1.30755 -2.30408 -0.37315  -1.03
C 1.31176 0.33425 1.92931  -1.12
H -2.63690 0.68211 -1.94202  0.24
H 2.92881 1.60975 -0.29203  -0.06
H -2.69685 1.91222 0.43158  0.23
H -1.62602 -0.66360 -2.44066  0.25
H -3.11470 -1.15694 -1.62809  0.25
C -1.66439 1.76232 0.32759  -1.15
H 2.26954 0.01430 2.33094  0.25
H 1.83107 -2.30997 -1.32897  0.24
C -2.28326 -0.30307 -1.62646  -1.16
Si 1.15567 -0.40244 0.22866  0.79
P 2.78313 0.50859 -1.09179  -0.08
H 0.50601 0.17981 2.65708  0.25

The calculation puts the HOMO energy (alpha / beta) at -7.07 / -8.29 eV. As for the multiplicity: 1. As for the LUMO energy (alpha / beta): -1.4 / -0.8 eV. The charge is 0. The frontier orbital gap (alpha / beta) is 0.208 / 0.275 hartree.

***

Which is most stable, and by how much? run two, by 0.0138 hartree.